This record from OMol25 describes a cluster of 5 separate species, C12H16NO15 in total in a non-equilibrium geometry. The level of theory is ωB97M-V/def2-TZVPD.

Cartesian coordinates (Å):
O -3.36935 -1.54263 -0.52603
O 6.00168 -4.67937 -3.07580
O 2.33628 -1.15659 1.30158
O 1.66886 -0.56937 -0.69284
O 0.55917 -2.11184 0.35598
O -4.51873 -0.18360 0.68681
O -1.25950 4.79521 -1.50239
O -1.95016 -0.49016 3.77377
O -3.18265 3.84203 -1.14751
O 3.98742 -3.76362 -2.91620
O -1.20014 1.54274 3.58339
O -3.34938 1.15052 4.36276
O -1.24519 2.62011 -1.32669
O 5.44905 -3.15125 -1.46461
O -5.52447 -2.19131 0.32707
N 1.38863 -1.17212 0.41006
C 5.21922 -3.94307 -2.54230
C -4.47510 -1.38090 0.17229
C 0.01393 2.79026 -1.78573
C -2.23128 0.83213 3.96866
C 4.37145 -2.44105 -1.07716
C 0.17319 4.31317 -1.82175
C -0.02634 0.83338 3.08721
C -1.96773 3.74666 -1.31853
C -2.45756 -0.46892 -0.52355
C -3.36802 0.52844 0.13688
C -0.52840 -0.57986 3.41295
C 3.20736 -2.92607 -1.97408
H -2.83610 0.90547 1.02607
H 0.94974 2.23000 -1.21389
H -1.53164 -0.57847 -0.04407
H -0.17347 0.93625 2.17103
H 2.47953 -3.36014 -1.70747
H 3.97590 -2.53415 0.01413
H -2.27802 -0.30404 -1.47147
H 2.67214 -2.20417 -2.57094
H -0.29762 -1.33897 2.53358
H 0.00561 2.35030 -2.85642
H -3.46826 1.17957 -0.83100
H 0.80485 1.40585 3.59229
H 0.04651 -1.01341 4.32961
H 4.67610 -1.32672 -1.28598
H 0.44688 4.76879 -2.67460
H 0.80560 4.64093 -0.89514

Cartesian forces (eV/Å) of the 6 atoms listed first:
-0.105 -3.916 -0.506
0.033 0.534 0.472
-2.795 0.660 -0.256
-1.380 0.709 1.428
-0.531 1.496 1.265
1.035 1.847 -0.755

## Properties
Orbital gap ... 8.5 eV
Calculated total energy ... -44898.836 eV
HOMO level ... -6.5 eV
Relative energy (zero: lowest compared OMol25 entry of this formula, charge and spin) ... 64.1 kcal per mole
Net charge ... -1

***

This record from OMol25 describes a structure of composition C42H74AlF15IO11P2. The level of theory is ωB97M-V/def2-TZVPD.

Cartesian coordinates (Å):
I -3.32106 -1.27123 0.00758
P -3.28262 2.94426 -1.52492
P -2.53446 -0.59277 -2.28178
Al -1.41369 1.51676 -1.79635
F -8.27148 -8.00888 8.25001
F -0.70164 -7.24842 3.79084
F -6.05173 -4.03565 0.34643
F 8.28806 4.58792 4.25747
F -1.77215 -8.92742 2.94465
F -0.53685 -7.68302 1.67233
F -9.42340 -7.72913 6.43960
F 7.14887 9.60189 -0.33962
F 7.09659 7.95556 -1.74336
F 8.60822 4.03315 2.18963
F 7.71256 5.94528 2.66907
F -7.66920 -4.56978 -0.98830
F 6.19797 7.73327 0.21727
F -8.03350 -6.19618 7.08852
F -6.71093 -6.09569 0.22766
O -7.24861 -7.94320 4.91975
O -1.17923 -1.56200 -2.47192
O -7.82941 -4.02249 2.36862
O 9.19937 6.88713 -0.45626
O -6.19604 -8.77267 6.74226
O -3.66147 -7.23453 2.11262
O 8.82067 8.30346 1.26413
O 6.03286 3.29428 2.06306
O -9.28797 -5.12197 1.03911
O 5.63990 4.42236 3.98003
O -2.25971 -5.50692 2.50371
C 2.70652 -1.89889 -2.93640
C -2.49316 5.27396 -2.91221
C 3.51338 0.53779 -3.17580
C 6.36547 4.01466 2.95367
C -1.01819 1.01833 -5.87296
C -0.56541 2.06148 -3.52602
C -2.66147 4.70154 -1.49557
C 6.18267 3.54945 -2.73826
C -8.23205 -7.52047 7.01373
C 5.80970 1.32517 -3.97867
C 1.93186 -1.82460 -0.48663
C -1.90736 -0.24536 -5.94165
C 4.17469 2.55086 4.55658
C -5.47020 2.54201 0.27371
C 7.77621 4.64890 3.02138
C 2.39943 -0.47960 -3.41543
C -6.44090 -9.93635 3.75877
C -1.47025 2.01989 -4.78065
C 10.01729 7.84897 1.93722
C 0.31067 0.04620 0.30069
C -3.32516 -4.55098 2.21995
C 4.85525 0.14291 -3.79830
C -3.94666 2.71920 0.19913
C -8.12233 -4.58076 1.35321
C -0.95845 1.69722 -7.24284
C -7.08367 -8.17744 6.20666
C -7.11306 -4.81136 0.20185
C -0.09040 1.43070 -0.27598
C 8.55881 7.72502 0.10373
C -11.00445 -3.66289 1.97411
C -4.19798 -4.35781 3.43710
C 4.26451 3.95061 3.99679
C -10.32450 -5.01042 2.04422
C -6.21479 -8.47081 4.04223
C -2.59623 -6.77238 2.40991
C 6.17194 2.02368 -2.65761
C 7.22236 8.27005 -0.45920
C 1.76972 -0.38119 0.03097
C -1.37497 -7.67465 2.71781
C 3.09530 -2.05007 -1.46283
C 11.24150 8.55265 1.39708
C 6.36026 4.18973 -1.36714
H -4.94722 -3.59490 3.22747
H 11.40808 8.29525 0.35202
H -11.82617 -3.63357 2.69011
H -3.12561 4.73856 -3.62461
H -0.54662 1.03245 -8.00771
H -2.50348 1.77723 -4.50543
H -5.69348 -10.27877 3.04346
H 2.06714 -2.48208 0.37840
H -3.59636 -4.03483 4.28717
H 0.81202 1.93216 -0.65670
H 2.23702 0.32533 -0.65943
H 0.14568 0.06506 1.38396
H -11.40614 -3.48794 0.97617
H 9.84294 8.08806 2.98354
H 5.23684 3.89185 -3.17217
H 6.97540 3.86774 -3.42400
H 5.60404 3.80882 -0.67650
H -3.45376 1.86717 0.67301
H -3.41098 5.27554 -0.94303
H -2.76240 6.33284 -2.95004
H 4.66410 -0.31961 -4.77341
H -1.96643 1.99065 -7.55547
H -1.44968 -2.48147 -2.57711
H 1.00285 -2.14007 -0.97269
H -0.34033 -0.74833 -0.06862
H -1.46373 5.17907 -3.26359
H 12.11796 8.24892 1.96998
H -3.64331 3.59656 0.78184
H 3.63183 0.68993 -2.10023
H -1.52338 3.01878 -5.23038
H 2.34407 -0.30179 0.96156
H 2.17808 -0.50964 -4.48853
H -1.71563 4.79994 -0.95265
H -7.43133 -10.09525 3.33160
H -5.75767 1.87134 1.08787
H -5.85960 2.12466 -0.65741
H -3.88911 -4.91092 1.36257
H 1.48816 -0.13785 -2.91669
H 4.61222 2.50771 5.55424
H 5.34460 -0.61031 -3.16984
H 3.86789 4.00531 2.98429
H -5.97269 3.50183 0.42319
H 0.33860 1.47524 -3.71323
H -6.35014 -10.53058 4.66723
H 10.09242 6.76866 1.82922
H -6.28600 -7.86842 3.14055
H 7.33933 3.95757 -0.93976
H -2.82657 -3.62879 1.94014
H -9.88015 -5.18806 3.02164
H 6.25778 5.27554 -1.40649
H -0.34610 2.60226 -7.21134
H 3.48447 -2.34814 -3.56448
H 5.34604 2.04850 -4.66022
H -0.45176 2.06415 0.54224
H 3.12775 2.25528 4.62182
H 3.47691 -3.06918 -1.33795
H -2.77462 -0.16717 -5.28394
H 3.74611 4.67342 4.62162
H 4.68973 1.83996 3.91247
H -0.24036 3.09385 -3.33580
H -4.71823 -5.27850 3.70406
H -11.00868 -5.82309 1.81194
H -0.00384 0.68971 -5.62465
H 5.46564 1.72950 -1.87680
H -5.24418 -8.29132 4.50101
H 6.72421 0.98106 -4.47158
H -1.36284 -1.14377 -5.64212
H 1.79875 -2.49275 -3.09466
H -10.30764 -2.86221 2.21716
H 3.20086 1.50739 -3.58183
H 11.13018 9.63384 1.48002
H 7.16366 1.69164 -2.33202
H -2.28057 -0.41489 -6.95663
H 3.92756 -1.38455 -1.20207

Cartesian forces (eV/Å) of the 6 atoms listed first:
-0.092 0.019 0.214
-0.517 -0.111 -0.384
-0.086 -0.033 -0.317
0.378 0.100 0.250
-0.014 0.026 -0.043
-0.011 -0.029 -0.028

## Properties
Orbital gap ... 5.9 eV
Calculated total energy ... -141320.539 eV
HOMO level ... -4.1 eV
Net charge ... -1

***

This record from OMol25 describes a structure of composition C26H21N7STi in a non-equilibrium geometry. The level of theory is ωB97M-V/def2-TZVPD.

Cartesian coordinates (Å):
Ti -0.07267 -0.09083 -0.01727
S -0.62753 -0.70090 2.26776
N -0.09570 -1.79602 -0.85225
N -1.84159 0.66881 -0.59780
N 0.51665 1.75954 2.09848
N -0.08832 1.65704 0.87053
N 1.83587 -0.67488 0.47230
N 0.39182 0.45295 -1.99595
N 0.92475 0.56791 4.01474
C -2.69882 2.79217 -1.34503
C 2.74398 -2.80094 1.23811
C 0.76527 -2.69763 -0.23726
C 0.66487 1.63448 -2.51847
C -0.19196 -0.49580 -2.79423
C -3.76747 0.75970 -2.00709
C 3.77819 -0.72222 1.86396
C -0.98867 -2.76734 -2.97741
C -1.12175 -1.28622 -4.89164
C -0.44476 -1.77279 -2.19436
C -0.24693 1.03916 -4.65039
C 1.79375 -2.04684 0.51963
C -2.83235 0.06429 -1.27743
C 2.68406 -4.20913 1.17448
C -0.88078 2.58064 0.39700
C -0.53458 -0.24728 -4.13964
C -1.80608 2.03864 -0.58170
C 1.73125 -4.81599 0.40383
C 0.36408 1.96421 -3.84728
C -3.67752 2.15191 -2.07251
C 3.73382 -2.08695 1.94779
C -1.32635 -2.51269 -4.31837
C -0.99521 3.95337 0.96959
C 2.81029 -0.04988 1.10744
C 0.34616 0.66435 2.79756
C 0.77257 -4.07164 -0.30545
H -1.18954 -3.74315 -2.55813
H 0.59541 -0.15515 4.62836
H -4.37893 2.72008 -2.66791
H 3.41148 -4.79584 1.72023
H -0.31149 4.63978 0.46472
H 0.61186 2.94883 -4.21799
H -4.55362 0.22839 -2.52405
H -0.71677 3.91990 2.02122
H -2.86086 -1.01576 -1.21348
H 2.82344 1.02970 1.04189
H 0.02501 -4.59086 -0.88814
H -2.61054 3.87011 -1.34466
H 4.53942 -0.15391 2.37840
H 1.70706 -5.89542 0.33462
H 1.14047 2.35584 -1.86475
H -2.00815 4.33751 0.87456
H -0.50444 1.27802 -5.67471
H 1.29368 1.40744 4.43354
H -1.39216 -1.10144 -5.92333
H 4.45820 -2.63216 2.54027
H -1.76569 -3.30786 -4.90606

Cartesian forces (eV/Å) of the 6 atoms listed first:
0.028 -1.513 0.552
-0.002 0.187 0.571
-0.491 -1.481 -0.655
-1.852 1.205 -0.770
0.492 0.777 0.311
-0.976 2.297 1.079

## Properties
Orbital gap (spin up / spin down) ... 5.9 / 6.5 eV
Calculated total energy ... -71681.484 eV
Expectation value of S² ... 0.761
2S+1 ... 2
HOMO level (spin up / spin down) ... -9.6 / -10.5 eV
Net charge ... +1

***

Which of these has the highest calculated total energy?
C12H16NO15

***

Among the records above, which one has the highest calculated total energy?
C12H16NO15